C37H70Cl54FNO5 | ωB97M-V with the def2-TZVPD basis set

XYZ file:
```
168
Properties=species:S:1:pos:R:3:forces:R:3:lowdin_charge:R:1
C 4.15992 -1.20160 2.69846 0.07 0.82 0.76 -0.14
N 3.51057 -2.22715 3.58162 -0.57 0.22 -1.26 -0.13
C 2.51924 -3.06197 2.85134 0.49 -1.40 0.24 -0.16
C 1.26532 -3.52854 3.74333 1.63 0.07 -1.76 -0.18
O 0.62785 -4.51343 2.84455 -2.98 0.62 2.43 0.01
C -0.69625 -4.58700 3.38190 -1.25 -1.63 -0.25 -0.40
O -1.43580 -5.58716 3.37577 2.92 4.02 -0.15 0.10
O -1.07421 -3.33087 3.94192 1.23 -2.07 -0.49 0.03
C 0.09550 -2.45658 4.05397 1.28 -0.94 0.11 -0.30
C 0.19446 -2.10955 5.61530 -0.51 0.44 0.77 -0.01
C 1.17846 -0.90937 5.97188 2.00 1.98 -1.82 -0.31
O 1.89323 -0.27845 5.18641 -3.09 -2.54 3.22 0.10
F 1.26036 -0.52918 7.36820 -0.29 -1.33 -2.55 -0.05
C -0.10889 -1.29369 2.97731 -0.19 -0.06 -0.15 -0.04
C -0.87884 0.01330 3.50752 0.43 0.75 -1.98 -0.32
C 0.00018 1.29356 3.07428 0.53 -0.06 0.04 -0.08
O -2.14635 0.12238 2.76731 0.67 -0.09 0.57 -0.10
H 3.82966 -1.28440 1.59394 0.68 0.05 1.81 0.07
H 3.84407 -0.16960 3.11864 0.57 -1.43 -0.95 0.08
H 5.29744 -1.28692 2.80497 -1.57 0.19 -0.46 0.08
H 4.19786 -2.78516 4.09972 -0.52 0.21 -0.70 0.10
H 2.13128 -2.59869 1.87651 0.61 -0.36 1.63 0.12
H 3.07830 -4.02688 2.52796 -1.31 1.17 0.36 0.13
H 1.64324 -4.15626 4.63693 -0.76 1.50 -1.07 0.10
H 0.53994 -3.02855 6.22333 -0.44 1.40 -1.08 0.14
H -0.88373 -1.90732 5.97994 1.88 0.01 -0.42 0.11
H -0.76731 -1.74205 2.13705 1.01 0.57 1.49 0.15
H 0.85188 -0.95016 2.45329 -1.18 -0.69 1.18 0.11
H -1.17238 -0.00124 4.60711 0.48 -0.02 -1.52 0.11
H -0.15959 1.47470 1.94056 0.11 -0.27 1.78 0.08
H 1.13769 1.12049 3.18723 -1.85 0.15 0.07 0.08
H -0.25512 2.24995 3.63879 0.07 -1.64 -0.89 -0.01
H -1.96399 0.33562 1.82763 0.09 -0.13 0.88 0.04
C -0.91890 5.56652 3.32820 0.12 0.23 0.31 -1.03
Cl 0.39468 4.52682 3.88833 0.17 0.48 0.06 0.55
Cl -2.00247 4.68980 2.24077 -0.08 0.06 -0.08 0.51
H -1.48765 5.91412 4.19011 0.04 -0.23 -0.08 0.03
H -0.49493 6.41944 2.79593 -0.08 -0.68 0.29 -0.10
C 0.60861 3.73992 8.05878 0.12 -0.23 0.10 -1.05
Cl -0.92512 4.17833 7.29573 -0.15 -0.07 0.08 0.49
Cl 1.86759 4.92618 7.69838 -0.16 -0.12 -0.15 0.49
H 0.46599 3.69346 9.13734 0.00 0.14 -0.20 -0.03
H 0.92287 2.76575 7.68576 -0.07 0.18 -0.05 0.02
C -3.29752 3.13010 -1.07338 0.00 0.23 0.19 -1.00
Cl -1.98009 2.09280 -0.51638 0.08 0.05 -0.03 0.52
Cl -4.38388 2.25322 -2.15673 -0.03 0.08 0.09 0.54
H -3.86318 3.47832 -0.21024 0.05 -0.17 -0.12 0.02
H -2.87699 3.98161 -1.60664 -0.02 -0.23 -0.02 0.03
C 6.34933 -0.45184 -0.45904 0.09 -0.04 0.07 -1.10
Cl 4.92036 0.19603 -1.27276 0.03 0.13 0.01 0.52
Cl 6.15187 -2.17164 -0.10208 0.13 -0.15 -0.02 0.51
H 7.21492 -0.32061 -1.10368 -0.27 -0.16 0.06 -0.04
H 6.49957 0.08798 0.47453 -0.12 -0.14 -0.13 0.00
C 0.11381 7.83055 -0.27176 0.02 -0.04 -0.45 -0.98
Cl 1.86107 7.63817 -0.09577 -0.06 -0.05 0.00 0.52
Cl -0.67180 8.00975 1.30306 -0.13 0.58 -0.42 0.59
H -0.08616 8.71860 -0.87018 0.07 -0.06 0.18 -0.02
H -0.29038 6.95073 -0.77062 0.10 0.05 0.21 0.04
C 2.56415 -6.74843 6.84803 -0.07 -0.24 0.14 -0.98
Cl 1.03342 -6.30274 6.08555 -0.04 -0.17 0.07 0.58
Cl 3.84019 -5.58778 6.45719 0.03 0.09 0.08 0.54
H 2.42664 -6.77245 7.92799 0.02 0.13 -0.18 0.03
H 2.86238 -7.73371 6.49188 -0.06 0.20 -0.08 0.03
C 3.17105 5.35517 11.62901 0.12 0.22 0.10 -1.00
Cl 2.10583 3.94488 11.55892 -0.08 -0.03 0.11 0.51
Cl 3.98217 5.62248 10.08206 0.23 0.14 0.32 0.49
H 2.57732 6.23462 11.87371 0.02 -0.18 -0.14 0.03
H 3.92314 5.19170 12.39932 -0.11 -0.11 -0.18 0.03
C -2.03051 0.26975 9.07953 -0.21 -0.17 0.01 -0.97
Cl -0.91458 1.16523 10.11861 -0.05 0.01 0.12 0.55
Cl -1.52514 0.34616 7.38828 -0.44 0.17 0.05 0.60
H -2.05135 -0.77189 9.39644 0.14 0.17 -0.06 0.03
H -3.02496 0.70358 9.17198 0.23 0.06 -0.05 0.03
C 1.47240 -0.57645 -2.34840 0.10 -0.19 -0.20 -1.02
Cl 1.96904 1.08706 -2.68201 -0.02 -0.04 -0.06 0.49
Cl 0.47078 -0.67364 -0.89429 0.00 -0.11 0.07 0.50
H 0.89988 -0.95005 -3.19603 -0.01 0.16 0.18 0.03
H 2.36228 -1.18823 -2.20546 -0.10 0.18 0.10 0.01
C 5.75851 -7.76051 4.33573 -0.19 0.04 0.20 -1.04
Cl 7.49698 -7.98309 4.09791 0.07 -0.07 0.17 0.54
Cl 5.01695 -6.99107 2.92919 -0.03 0.03 0.15 0.50
H 5.29536 -8.73320 4.49243 0.14 0.12 -0.19 -0.03
H 5.59818 -7.13047 5.21063 0.15 -0.04 -0.27 -0.03
C -6.22110 3.64279 -5.58761 0.19 0.18 0.05 -1.09
Cl -5.12552 4.52759 -4.51679 0.01 0.19 -0.04 0.49
Cl -5.70579 3.76925 -7.27442 -0.07 -0.15 0.53 0.46
H -6.22860 2.59310 -5.29722 0.12 0.18 -0.03 0.01
H -7.22328 4.05921 -5.49198 0.76 0.15 -0.10 -0.07
C -5.29159 -1.05187 -1.37691 0.06 0.19 0.04 -1.04
Cl -3.97103 -2.08810 -0.82196 0.06 0.09 0.06 0.50
Cl -6.38179 -1.92712 -2.46013 -0.01 0.15 0.08 0.49
H -5.85587 -0.70449 -0.51258 0.07 -0.17 -0.11 0.03
H -4.87239 -0.20047 -1.91029 -0.04 -0.34 0.09 -0.06
C -7.64296 -2.82328 -5.92931 0.13 -0.18 -0.20 -1.00
Cl -7.15044 -1.15599 -6.24912 -0.07 0.00 0.03 0.49
Cl -8.64433 -2.92828 -4.47591 -0.17 -0.18 -0.10 0.50
H -8.21416 -3.19215 -6.78005 0.00 0.15 0.16 0.03
H -6.75257 -3.43463 -5.78957 -0.12 0.18 0.10 0.03
C 9.87698 1.28467 0.17518 0.25 0.16 0.06 -0.99
Cl 8.44855 1.93279 -0.64082 0.21 0.35 -0.01 0.56
Cl 9.68391 -0.43622 0.53316 0.08 -0.03 0.06 0.53
H 10.74356 1.41666 -0.47087 -0.21 -0.10 0.02 0.03
H 10.02664 1.82536 1.10847 -0.14 -0.13 -0.12 0.03
C 8.53307 -7.37732 0.60863 0.07 -0.18 0.29 -1.04
Cl 8.14349 -5.65342 0.60369 0.04 0.02 0.06 0.50
Cl 7.85841 -8.18863 -0.81078 0.01 -0.10 -0.05 0.52
H 9.61460 -7.49562 0.60285 -0.22 0.09 -0.15 -0.04
H 8.11684 -7.83116 1.50766 -0.09 0.15 -0.25 -0.04
C -9.93641 3.00005 -6.84218 -0.14 0.06 -0.30 -1.02
Cl -8.97488 2.71509 -5.38486 -0.91 -0.47 0.09 0.58
Cl -8.95793 3.73913 -8.11663 -0.17 0.09 0.13 0.50
H -10.32530 2.05055 -7.20066 0.26 0.18 0.02 -0.02
H -10.76145 3.66749 -6.59716 0.20 -0.05 0.02 0.03
C 1.34032 0.24139 13.05635 -0.04 -0.12 -0.18 -1.04
Cl 0.23103 1.12714 14.11013 -0.08 -0.04 -0.07 0.49
Cl 3.02461 0.61014 13.44591 0.03 -0.08 -0.06 0.49
H 1.17313 -0.82689 13.18536 0.06 0.19 0.09 0.03
H 1.14665 0.52280 12.02244 0.07 0.05 0.20 -0.02
C -0.20168 11.56771 0.21450 -0.03 0.14 0.29 -1.02
Cl 1.36023 11.17841 -0.51636 0.04 0.06 0.07 0.52
Cl -1.52440 11.31177 -0.93004 -0.06 -0.01 0.07 0.51
H -0.35552 10.92705 1.08182 0.03 -0.01 -0.22 0.00
H -0.19743 12.61207 0.52292 0.02 -0.14 -0.19 0.03
C 11.71244 -4.80453 -0.18796 -0.21 0.13 -0.21 -1.02
Cl 11.71302 -6.08699 1.02924 0.11 0.01 0.03 0.53
Cl 13.21418 -3.87385 -0.13698 -0.04 0.03 -0.06 0.51
H 11.60757 -5.25354 -1.17448 0.11 0.01 0.19 0.03
H 10.87462 -4.13582 0.00414 0.16 -0.12 0.09 0.01
C -5.72063 4.47752 -11.41882 0.02 -0.14 -0.01 -1.04
Cl -4.75956 4.19041 -9.96350 0.18 0.07 -0.44 0.48
Cl -4.74428 5.21430 -12.69633 -0.05 0.03 -0.09 0.52
H -6.11326 3.52444 -11.77653 0.67 0.74 0.31 -0.12
H -6.54434 5.14655 -11.17232 0.18 -0.04 -0.01 0.04
C -11.40157 -0.69341 -5.50926 0.21 -0.18 0.16 -1.01
Cl -11.85994 1.01482 -5.50579 -0.41 -0.24 0.29 0.55
Cl -12.06482 -1.53092 -6.91741 0.06 -0.07 0.03 0.51
H -10.31496 -0.76763 -5.53254 -0.18 0.09 -0.07 -0.02
H -11.78411 -1.16386 -4.60486 -0.03 0.12 -0.18 0.03
C 5.38316 -10.38620 -2.65106 0.18 0.15 0.08 -1.05
Cl 3.96265 -9.72704 -3.47105 0.05 0.09 0.01 0.50
Cl 5.17381 -12.10428 -2.29171 0.10 0.00 0.05 0.50
H 6.25246 -10.26267 -3.29533 -0.20 -0.10 0.02 0.03
H 5.53579 -9.84559 -1.71791 -0.14 -0.14 -0.10 -0.03
C -1.87402 2.69694 -13.18846 -0.03 0.27 0.11 -1.05
Cl -0.55038 1.66472 -12.63408 0.03 0.07 0.04 0.50
Cl -2.95844 1.81882 -14.27412 -0.07 0.08 -0.01 0.48
H -2.44107 3.04033 -12.32396 0.05 -0.17 -0.11 -0.01
H -1.45760 3.55138 -13.71978 -0.03 -0.22 0.01 0.03
C 2.41666 -9.92211 1.95004 -0.28 0.07 -0.22 -1.00
Cl 3.35621 -10.22323 3.41822 -0.10 -0.16 0.13 0.52
Cl 3.42176 -9.22491 0.67440 -0.13 -0.07 -0.07 0.50
H 2.00235 -10.86534 1.59742 0.21 0.10 0.08 0.03
H 1.60976 -9.22867 2.18292 0.23 -0.02 0.02 0.03
C -9.42608 2.49754 -12.59230 -0.34 -0.04 -0.19 -0.98
Cl -7.67438 2.32094 -12.42705 -0.62 -0.66 -0.41 0.61
Cl -10.20033 2.67492 -11.01358 -0.06 -0.02 -0.25 0.50
H -9.63744 3.38178 -13.19168 0.12 -0.08 0.18 0.03
H -9.82586 1.61302 -13.08597 0.14 0.08 0.16 0.03
C -4.80127 0.33944 -9.49436 0.03 0.21 0.21 -1.02
Cl -5.85862 -1.07688 -9.54021 0.00 0.00 -0.03 0.49
Cl -4.00907 0.59518 -11.05410 0.00 0.08 -0.01 0.50
H -5.39759 1.21843 -9.25178 0.04 -0.14 -0.12 -0.01
H -4.03956 0.18838 -8.73083 -0.09 -0.07 -0.18 0.03
C 2.76575 7.70190 -3.66085 0.25 0.11 0.06 -1.04
Cl 1.33178 8.34910 -4.46715 0.01 0.10 0.04 0.50
Cl 2.58828 5.97527 -3.32905 0.08 0.01 0.02 0.49
H 3.63149 7.85145 -4.30431 -0.21 -0.10 0.01 0.03
H 2.90994 8.22955 -2.71906 -0.16 -0.14 -0.11 -0.01
```
Positions in Å, forces in eV/Å.

Computed properties:
* frontier orbital gap: 0.3222 hartree
* largest force on an atom: 5.1 eV/A

=====

C3H7NO2 | ωB97M-V with the def2-TZVPD basis set

XYZ file:
```
13
Properties=species:S:1:pos:R:3:forces:R:3:nbo_charge:R:1
C -1.65526 0.60355 -0.82494 0.01 -0.65 0.54 -0.26
C -0.95026 0.71053 0.30702 1.38 1.12 -1.08 -0.49
C 0.86141 0.60821 0.18634 -1.89 -0.56 -0.42 0.39
O 1.40127 0.57578 -0.91379 -0.12 0.15 0.11 -0.70
N 0.80467 -1.09470 0.81782 -1.03 0.91 -1.53 -0.46
O 0.98839 -1.91165 -0.32969 -0.10 0.62 0.88 -0.57
H -1.26916 0.00814 -1.64838 0.12 0.31 -0.12 0.20
H -2.66325 0.99429 -0.93002 0.05 -0.05 0.03 0.20
H -1.32098 1.36275 1.09790 0.00 -0.24 0.13 0.21
H 1.15768 1.25602 1.02301 0.21 -0.34 0.11 0.15
H 1.63329 -1.20697 1.40498 -0.85 -0.24 0.44 0.39
H -0.34140 -0.63946 0.79353 2.28 -1.22 0.90 0.46
H 1.35359 -1.26649 -0.98380 -0.06 0.20 0.00 0.48
```
Positions in Å, forces in eV/Å.

Computed properties:
* frontier orbital gap: 0.3438 hartree
* SMILES string: C=C[C@H]([O-])[NH2+]O
* largest force on an atom: 2.7 eV/A

=====

C3H5NO2 | ωB97M-V with the def2-TZVPD basis set

XYZ file:
```
11
Properties=species:S:1:pos:R:3:forces:R:3:nbo_charge:R:1
C -0.01557 -0.92172 -1.12240 -1.66 1.26 -1.45 -0.74
C 0.39906 -0.83163 0.35230 1.88 -1.04 -0.03 0.68
O 0.93037 -1.82094 0.87545 -1.35 2.50 -0.50 -0.56
N 0.31201 0.43334 1.02540 0.27 -2.16 -1.85 -0.66
C -0.38418 1.54034 0.59578 -1.32 -0.51 1.24 0.53
O -0.60292 2.42550 1.38105 0.30 0.84 -0.39 -0.55
H -1.17222 -1.01476 -1.21111 1.92 -0.15 0.23 0.24
H 0.48387 -1.75787 -1.66241 -0.50 0.38 0.95 0.26
H 0.20056 -0.00059 -1.78360 -0.11 -1.11 1.43 0.23
H 0.78079 0.48148 1.91210 -0.10 0.05 0.40 0.43
H -0.93180 1.46684 -0.36256 0.67 -0.06 -0.03 0.14
```
Positions in Å, forces in eV/Å.

Computed properties:
* frontier orbital gap: 0.4072 hartree
* SMILES string: CC(=O)NC=O
* largest force on an atom: 2.9 eV/A

=====

Here are the calculated molecular weight numbers, same order: 2542.43, 89.09, 87.08 (g mol⁻¹).
Here are the calculated energy above the lowest of the compared OMol25 structures with the same formula, charge and spin numbers, same order: 0.0, 636.7, 54.9 (kJ/mol).